1.
2 unconnected molecules or ions with the total composition C18H28N4O7Si. Source: the OMol25 dataset; level of theory: wB97M-V/def2-TZVPD.

Relative energy (zero: lowest compared OMol25 entry of this formula, charge and spin): 0.000 eV
SMILES: O=[N+]([O-])c1cc([N+](=O)[O-])c2nonc2c1.C=C(OCCCC)O[Si](C)(C)C(C)(C)C
LUMO level: -2.4 eV

Cartesian coordinates (Å):
1 C 1.996 -2.451 -4.561
2 C 1.496 -1.132 -3.993
3 C 2.143 -0.745 -2.665
4 C 1.534 0.529 -2.095
5 O 0.121 0.433 -1.994
6 C -0.456 1.616 -1.476
7 C -1.370 2.263 -2.238
8 O -0.092 2.096 -0.230
9 Si -1.277 2.221 0.970
10 C -2.915 1.544 0.362
11 C -0.780 1.130 2.404
12 C -1.445 4.042 1.531
13 C -2.866 4.508 1.231
14 C -0.425 4.836 0.725
15 C -1.146 4.130 3.025
16 H 1.500 -2.697 -5.503
17 H 3.070 -2.424 -4.755
18 H 1.810 -3.276 -3.870
19 H 1.656 -0.325 -4.720
20 H 0.408 -1.177 -3.851
21 H 2.012 -1.563 -1.948
22 H 3.225 -0.622 -2.796
23 H 1.942 0.786 -1.109
24 H 1.738 1.379 -2.756
25 H -1.839 3.167 -1.912
26 H -1.630 1.879 -3.203
27 H -3.668 1.548 1.145
28 H -3.292 2.130 -0.470
29 H -2.757 0.523 0.030
30 H -1.526 1.154 3.194
31 H -0.687 0.112 2.036
32 H 0.175 1.453 2.807
33 H -3.596 3.907 1.776
34 H -3.002 5.550 1.525
35 H -3.081 4.430 0.164
36 H 0.585 4.467 0.916
37 H -0.621 4.742 -0.344
38 H -0.461 5.894 0.989
39 H -0.133 3.785 3.237
40 H -1.230 5.160 3.376
41 H -1.847 3.521 3.600
42 O 4.130 -5.418 0.741
43 N 2.965 -5.550 0.361
44 O 2.629 -6.398 -0.470
45 C 1.940 -4.678 0.904
46 C 0.643 -4.817 0.508
47 C -0.374 -3.975 1.007
48 N -1.744 -4.165 0.554
49 O -2.084 -5.276 0.142
50 O -2.521 -3.210 0.605
51 C -0.096 -2.989 1.912
52 C 1.230 -2.835 2.344
53 N 1.800 -2.000 3.217
54 O 3.089 -2.300 3.258
55 N 3.375 -3.303 2.438
56 C 2.240 -3.666 1.849
57 H 0.392 -5.592 -0.202
58 H -0.881 -2.351 2.280

Results of the Löwdin charge analysis, in e, for atoms 1 through 4: number 1, C, carries -0.116; number 2, C, carries -0.272; number 3, C, carries -0.186; number 4, C, carries -0.212

2.
A molecular structure, C18H28N5O10P2RbS3. Source: the OMol25 dataset; level of theory: wB97M-V/def2-TZVPD.

Relative energy (zero: lowest compared OMol25 entry of this formula, charge and spin): 3.354 eV
Total charge: -2
LUMO level: 3.4 eV

Cartesian coordinates (Å):
1 Rb -1.406 -0.118 -0.081
2 N 1.553 1.121 4.050
3 C 2.451 0.254 3.492
4 C 3.780 -0.019 3.762
5 C 4.398 -0.949 2.944
6 C 3.710 -1.582 1.906
7 C 2.377 -1.335 1.644
8 C 1.740 -0.398 2.449
9 N 0.462 0.064 2.412
10 C 0.370 0.967 3.348
11 C -0.801 1.749 3.625
12 C -0.891 2.809 4.504
13 S -2.485 3.462 4.501
14 C -2.913 2.251 3.307
15 N -1.962 1.474 2.979
16 H 1.729 1.749 4.815
17 H 4.318 0.469 4.564
18 H 5.441 -1.188 3.106
19 H 4.243 -2.288 1.286
20 H 1.827 -1.811 0.845
21 H -0.137 3.250 5.126
22 H -3.903 2.218 2.904
23 O -2.584 -0.380 -2.732
24 P -2.316 1.205 -2.817
25 O -2.114 1.639 -4.223
26 O -1.298 1.603 -1.781
27 O -3.766 1.803 -2.304
28 P -4.393 1.334 -0.873
29 O -3.656 2.394 0.164
30 O -5.844 1.631 -0.908
31 O -3.896 -0.029 -0.512
32 H -3.069 -0.327 -1.864
33 H -3.558 3.193 -0.348
34 O -2.749 -2.851 -0.546
35 S -1.593 -2.803 -1.488
36 N -0.279 -2.564 -0.875
37 C -2.288 -3.643 2.513
38 C -2.486 -2.205 2.959
39 N -3.146 -1.446 2.074
40 O -2.141 -1.802 4.062
41 H -3.184 -4.217 2.749
42 H -1.436 -4.086 3.024
43 H -2.136 -3.668 1.438
44 H -3.268 -1.744 1.112
45 H -3.194 -0.445 2.222
46 C 1.484 -3.088 -3.315
47 C 1.843 -1.732 -3.913
48 C 2.249 -0.758 -2.819
49 S 0.765 0.245 -2.224
50 O 1.320 0.830 -0.996
51 C 0.941 1.521 -3.562
52 C 1.507 2.808 -3.003
53 C 3.019 2.729 -2.812
54 H 1.054 -3.753 -4.063
55 H 0.766 -2.949 -2.499
56 H 2.373 -3.565 -2.899
57 H 0.978 -1.321 -4.442
58 H 2.653 -1.852 -4.645
59 H 3.029 -0.069 -3.134
60 H 2.580 -1.287 -1.930
61 H -0.072 1.670 -3.922
62 H 1.554 1.113 -4.362
63 H 1.023 2.969 -2.040
64 H 1.249 3.640 -3.665
65 H 3.239 1.982 -2.054
66 H 3.434 3.684 -2.489
67 H 3.506 2.447 -3.748

Results of the Löwdin charge analysis, in e, for atoms 1 through 4: number 1, Rb, carries 1.025; number 2, N, carries 0.165; number 3, C, carries -0.194; number 4, C, carries -0.047

3.
A molecular structure, C18H28NO2ReS2Se2. Source: the OMol25 dataset; level of theory: wB97M-V/def2-TZVPD.

2S+1: 4
Total charge: -1
LUMO level (alpha / beta): 2.7 / 2.4 eV

Cartesian coordinates (Å):
1 Re -0.145 -0.699 -0.048
2 O 2.346 0.903 1.476
3 C 2.769 0.460 2.732
4 C 2.654 -1.071 2.780
5 C 3.554 -1.575 3.934
6 O 3.501 -2.963 4.146
7 C 1.219 -1.530 3.069
8 Se -0.267 -0.385 2.388
9 C 3.190 -1.683 1.489
10 Se 2.156 -1.504 -0.184
11 H 2.436 1.858 1.400
12 H 2.146 0.895 3.529
13 H 3.818 0.752 2.907
14 H 3.277 -1.041 4.861
15 H 4.605 -1.357 3.718
16 H 2.574 -3.229 4.191
17 H 1.044 -1.571 4.151
18 H 1.042 -2.519 2.637
19 H 3.301 -2.763 1.631
20 H 4.173 -1.257 1.271
21 C -1.450 -2.630 -4.204
22 C -1.258 -2.295 -2.750
23 S -0.176 -0.959 -2.463
24 C -1.876 -2.953 -1.751
25 C -2.873 -4.058 -1.938
26 S -1.601 -2.588 -0.063
27 H -0.861 -1.948 -4.813
28 H -2.497 -2.534 -4.491
29 H -1.125 -3.650 -4.413
30 H -3.104 -4.210 -2.988
31 H -3.789 -3.805 -1.401
32 H -2.486 -4.986 -1.516
33 C 0.850 2.330 -1.956
34 N 0.719 3.224 -0.825
35 C 0.344 4.555 -1.243
36 C -0.126 2.645 0.215
37 C -1.495 2.135 -0.188
38 C -2.499 3.054 -0.467
39 C -3.766 2.639 -0.834
40 C -4.044 1.286 -0.863
41 C -3.056 0.368 -0.559
42 C -1.746 0.749 -0.246
43 H 1.648 2.686 -2.610
44 H -0.076 2.241 -2.544
45 H 1.119 1.333 -1.594
46 H 1.154 4.969 -1.848
47 H 0.212 5.188 -0.363
48 H -0.577 4.588 -1.847
49 H -0.225 3.386 1.016
50 H 0.436 1.789 0.612
51 H -2.288 4.113 -0.384
52 H -4.533 3.365 -1.081
53 H -5.037 0.936 -1.114
54 H -3.314 -0.683 -0.563

Results of the Löwdin charge analysis, in e, for atoms 1 through 4: number 1, Re, carries 0.489; number 2, O, carries -0.204; number 3, C, carries -0.266; number 4, C, carries -0.570

Number 1: E -1737.6158 a.u.. Number 2: E -3630.6362 a.u.. Number 3: E -6585.4769 a.u..